C9H17N2 | ωB97M-V/def2-TZVPD

The geometry in ORCA input format:
```
! wB97M-V def2-TZVPD RIJCOSX def2/J DEFGRID3
* xyz 1 1
C -1.884 0.933 1.790
C -1.633 1.394 0.370
N -2.064 0.822 -0.681
C -2.251 -0.622 -0.855
C -0.914 -1.391 -1.043
C 0.398 -0.672 -1.344
N 0.466 0.155 -0.144
C 1.841 0.558 0.053
C 2.161 1.437 -1.214
C 0.311 -1.339 -0.054
C 0.935 -2.310 0.799
H -3.020 1.137 1.841
H -1.510 1.694 2.443
H -1.635 -0.178 1.949
H -1.112 2.342 0.456
H -1.892 1.253 -1.519
H -2.682 -0.623 -1.854
H -2.879 -1.035 -0.133
H -1.090 -2.380 -1.400
H 1.054 -0.777 -2.111
H 1.828 1.259 0.961
H 2.455 -0.285 0.382
H 1.230 1.839 -1.616
H 2.684 2.420 -0.923
H 2.877 0.791 -1.850
H 1.847 -2.820 0.349
H 0.098 -2.993 1.077
H 1.370 -1.897 1.737
*
```

## Properties
- molecular weight (u) = 153.249
- highest occupied orbital energy (eV) = -12.020
- SMILES string = C/C=[NH+]\C[C@H]1[C@H]2N(CC)[C@@]12C

How positive or negative is each atom? The Mulliken charges in e answer that: atom 1 (C): -0.9647, atom 2 (C): 0.1933, atom 3 (N): -0.0565, atom 4 (C): -0.9627, atom 5 (C): -0.1827, atom 6 (C): -0.9176, atom 7 (N): -0.0174, atom 8 (C): -0.5652, atom 9 (C): -1.0744, atom 10 (C): 0.8970, atom 11 (C): -1.5691, atom 12 (H): 0.3475, atom 13 (H): 0.3741, atom 14 (H): 0.2452, atom 15 (H): 0.3855, atom 16 (H): 0.2433, atom 17 (H): 0.4497, atom 18 (H): 0.4017, atom 19 (H): 0.5353, atom 20 (H): 0.5447, atom 21 (H): 0.3456, atom 22 (H): 0.3429, atom 23 (H): 0.2797, atom 24 (H): 0.3508, atom 25 (H): 0.2926, atom 26 (H): 0.3183, atom 27 (H): 0.3814, atom 28 (H): 0.3817

C27H22BrFIrN4O7 | ωB97M-V/def2-TZVPD

The geometry in ORCA input format:
```
! wB97M-V def2-TZVPD RIJCOSX def2/J DEFGRID3
* xyz 1 1
Ir -0.473 0.301 0.203
C -5.443 -3.966 -1.815
O -5.529 -2.782 -2.605
C -4.619 -1.826 -2.419
C -4.763 -0.686 -3.241
C -3.875 0.335 -3.123
C -2.799 0.305 -2.195
C -1.880 1.391 -2.165
C -2.004 2.537 -3.125
O -0.897 1.487 -1.373
C -2.689 -0.838 -1.363
O -1.759 -1.006 -0.430
C -3.591 -1.896 -1.496
H -6.266 -4.596 -2.137
H -5.552 -3.732 -0.755
H -4.496 -4.479 -1.989
H -5.580 -0.655 -3.948
H -3.996 1.198 -3.761
H -2.015 2.190 -4.157
H -1.169 3.215 -2.977
H -2.935 3.076 -2.941
H -3.454 -2.744 -0.843
Br -3.284 -5.080 4.465
C -2.228 -3.759 3.637
C -0.853 -3.922 3.575
C -0.080 -2.949 2.964
C -0.691 -1.827 2.421
C -2.071 -1.678 2.459
C -2.842 -2.644 3.083
N 0.091 -0.786 1.831
C 1.170 -0.389 2.399
C 1.894 0.715 1.779
C 3.071 1.239 2.277
C 3.642 2.321 1.617
C 3.012 2.840 0.500
C 1.830 2.266 0.057
N 1.295 1.221 0.679
H -0.390 -4.804 3.994
H 0.992 -3.081 2.890
H -2.542 -0.818 2.002
H -3.916 -2.535 3.133
H 1.519 -0.824 3.331
H 3.508 0.826 3.175
H 4.563 2.755 1.982
H 3.420 3.689 -0.030
H 1.287 2.638 -0.801
F -0.406 -0.290 5.558
C -0.436 0.915 4.982
C -1.555 1.409 4.453
N -1.599 2.642 3.831
C -2.615 2.823 2.803
C -2.322 1.935 1.592
O -3.184 1.508 0.863
O -1.032 1.681 1.498
C -0.454 3.419 3.708
O -0.414 4.452 3.084
N 0.660 2.907 4.354
C 0.824 1.643 4.901
O 1.908 1.220 5.238
H -2.479 0.846 4.474
H -2.612 3.866 2.493
H -3.598 2.572 3.193
H 1.490 3.480 4.289
*
```

## Properties
- molecular weight (u) = 805.613
- highest occupied orbital energy (eV) = -11.356

How positive or negative is each atom? The Mulliken charges in e answer that: atom 1 (Ir): 2.6873, atom 2 (C): -0.8002, atom 3 (O): -0.4414, atom 4 (C): 0.8195, atom 5 (C): -1.0670, atom 6 (C): -1.0682, atom 7 (C): 0.0192, atom 8 (C): 1.7646, atom 9 (C): -1.7848, atom 10 (O): -0.9866, atom 11 (C): 0.5202, atom 12 (O): -0.9328, atom 13 (C): -0.3761, atom 14 (H): 0.2419, atom 15 (H): 0.3371, atom 16 (H): 0.3424, atom 17 (H): 0.4642, atom 18 (H): 0.4690, atom 19 (H): 0.4833, atom 20 (H): 0.2807, atom 21 (H): 0.4321, atom 22 (H): 0.5734, atom 23 (Br): -0.1459, atom 24 (C): -0.0148, atom 25 (C): -0.7053, atom 26 (C): -0.2971, atom 27 (C): -0.1195, atom 28 (C): 0.3023, atom 29 (C): -1.2685, atom 30 (N): -0.0354, atom 31 (C): -0.2976, atom 32 (C): 0.2824, atom 33 (C): -0.7496, atom 34 (C): -0.4199, atom 35 (C): -0.7790, atom 36 (C): 0.0051, atom 37 (N): -0.1169, atom 38 (H): 0.4542, atom 39 (H): 0.5861, atom 40 (H): 0.5491, atom 41 (H): 0.5192, atom 42 (H): 0.6707, atom 43 (H): 0.4650, atom 44 (H): 0.4758, atom 45 (H): 0.4448, atom 46 (H): 0.4334, atom 47 (F): -0.4207, atom 48 (C): 0.1601, atom 49 (C): 0.1234, atom 50 (N): 0.0489, atom 51 (C): -1.3108, atom 52 (C): 0.7270, atom 53 (O): -0.5847, atom 54 (O): -1.0021, atom 55 (C): 0.3527, atom 56 (O): -0.6088, atom 57 (N): 0.0712, atom 58 (C): 0.2780, atom 59 (O): -0.6092, atom 60 (H): 0.5032, atom 61 (H): 0.4441, atom 62 (H): 0.3431, atom 63 (H): 0.2683

C5H13N2O | ωB97M-V/def2-TZVPD

The geometry in ORCA input format:
```
! wB97M-V def2-TZVPD RIJCOSX def2/J DEFGRID3
* xyz -1 1
C 1.435 -2.306 0.474
N 0.974 -0.944 0.869
C 1.691 0.196 0.396
C 0.778 1.376 0.076
N -0.205 1.229 -1.066
C -1.628 1.430 -0.748
C -2.362 0.111 -0.135
O -1.421 -0.840 0.094
H 1.279 -2.797 1.437
H 2.454 -2.170 0.145
H 0.742 -2.838 -0.229
H -0.034 -0.906 0.545
H 2.346 0.607 1.201
H 2.370 -0.057 -0.430
H 0.035 1.436 0.882
H 1.399 2.227 -0.218
H -0.037 0.346 -1.529
H -2.114 1.679 -1.708
H -1.621 2.172 0.048
H -2.986 0.268 0.791
H -3.095 -0.220 -0.892
*
```

## Properties
- molecular weight (u) = 117.172
- highest occupied orbital energy (eV) = -2.889
- SMILES string = CNCCNCC[O-]

How positive or negative is each atom? The Mulliken charges in e answer that: atom 1 (C): -0.9022, atom 2 (N): -0.4782, atom 3 (C): -0.5319, atom 4 (C): -0.7044, atom 5 (N): -0.4038, atom 6 (C): -0.6914, atom 7 (C): -0.3706, atom 8 (O): -0.8445, atom 9 (H): 0.2522, atom 10 (H): 0.4204, atom 11 (H): 0.1659, atom 12 (H): 0.4911, atom 13 (H): 0.2212, atom 14 (H): 0.3725, atom 15 (H): 0.4013, atom 16 (H): 0.2984, atom 17 (H): 0.2207, atom 18 (H): 0.3484, atom 19 (H): 0.3318, atom 20 (H): 0.2063, atom 21 (H): 0.1966

C4H3BrINO2S | ωB97M-V/def2-TZVPD

The geometry in ORCA input format:
```
! wB97M-V def2-TZVPD RIJCOSX def2/J DEFGRID3
* xyz 0 1
O 2.852 0.729 -1.313
N 2.328 0.647 -0.213
O 2.786 1.058 0.811
C 1.015 0.068 -0.192
C 0.195 -0.260 -1.241
C -0.834 -1.131 -0.896
C -0.881 -1.273 0.478
I -2.365 -2.272 1.634
S 0.486 -0.625 1.317
H 0.408 0.281 -2.222
H -1.530 -1.403 -1.680
Br -2.559 1.662 2.240
H -1.900 2.519 1.278
*
```

## Properties
- molecular weight (u) = 335.948
- highest occupied orbital energy (eV) = -9.345
- SMILES string = O=[N+]([O-])c1ccc(I)s1.Br

How positive or negative is each atom? The Mulliken charges in e answer that: atom 1 (O): -0.5725, atom 2 (N): 0.9619, atom 3 (O): -0.5799, atom 4 (C): 0.1732, atom 5 (C): -0.2125, atom 6 (C): -0.5034, atom 7 (C): -0.1260, atom 8 (I): 0.1522, atom 9 (S): -0.0166, atom 10 (H): 0.3174, atom 11 (H): 0.4066, atom 12 (Br): -0.2054, atom 13 (H): 0.2051